No. 1
{
  "formula": "C6H11N2",
  "method": "ωB97M-V with the def2-TZVPD basis set",
  "elements": ["C", "C", "C", "C", "N", "C", "C", "N", "H", "H", "H", "H", "H", "H", "H", "H", "H", "H", "H"],
  "coordinates": [[-1.197, -1.836, -0.244], [-0.402, -0.903, -1.164], [0.400, 0.113, -0.416], [0.125, 1.454, -0.313], [1.109, 2.021, 0.446], [2.012, 1.076, 0.833], [1.588, -0.123, 0.324], [-2.360, -1.134, 0.383], [-0.596, -2.240, 0.564], [-1.558, -2.704, -0.800], [0.235, -1.551, -1.767], [-1.089, -0.454, -1.880], [-0.643, 2.064, -0.751], [1.145, 2.983, 0.751], [2.817, 1.337, 1.501], [2.120, -1.058, 0.331], [-3.124, -0.902, -0.306], [-2.806, -1.665, 1.171], [-2.025, -0.244, 0.802]],
  "largest_force_ev_per_a": 0.6,
  "energy_ev": -9377.4903,
  "relative_energy_kcal_mol": 32.3,
  "spin_multiplicity": 2,
  "molar_mass_g_mol": 111.2,
  "charge": 0,
  "s2": 0.7505,
  "homo_ev": [-3.43, -8.69],
  "gap_ev": [4.3, 9.4]
}

=====

No. 2
{
  "formula": "C4H8N2O",
  "method": "ωB97M-V with the def2-TZVPD basis set",
  "elements": ["C", "C", "N", "C", "C", "N", "O", "H", "H", "H", "H", "H", "H", "H", "H"],
  "coordinates": [[-1.609, 1.042, 0.928], [-1.082, 0.021, 0.251], [-1.769, -0.749, -0.665], [0.357, -0.514, 0.541], [1.222, -0.125, -0.637], [2.521, 0.109, -0.339], [0.753, 0.103, -1.737], [-1.057, 1.574, 1.677], [-2.655, 1.290, 0.833], [-1.176, -1.122, -1.397], [-2.616, -0.324, -1.013], [0.324, -1.604, 0.584], [0.750, -0.099, 1.466], [3.149, 0.399, -1.079], [2.887, -0.002, 0.588]],
  "largest_force_ev_per_a": 1.7,
  "energy_ev": -9305.5606,
  "relative_energy_kcal_mol": 19.2,
  "molar_mass_g_mol": 100.1,
  "charge": 0,
  "homo_ev": -8.06,
  "smiles": "C=C(N)CC(N)=O",
  "gap_ev": 8.9
}

=====

No. 3
{
  "formula": "C2H3NOS3",
  "method": "ωB97M-V with the def2-TZVPD basis set",
  "elements": ["O", "C", "S", "C", "S", "N", "S", "H", "H", "H"],
  "coordinates": [[0.998, 0.519, 1.708], [0.642, -0.325, 0.956], [1.751, -1.670, 0.400], [-0.740, -0.267, 0.271], [-1.917, -1.397, 0.609], [-0.773, 0.613, -0.755], [0.573, 1.639, -1.286], [0.792, -2.377, -0.327], [-1.678, 0.732, -1.265], [0.351, 2.533, -0.310]],
  "largest_force_ev_per_a": 1.7,
  "energy_ev": -38164.8789,
  "relative_energy_kcal_mol": 12.1,
  "molar_mass_g_mol": 153.3,
  "charge": 0,
  "homo_ev": -9.00,
  "smiles": "O=C(S)C(=S)NS",
  "gap_ev": 8.7
}

=====

No. 4
{
  "formula": "C23H17Al2Cl4F4I2N2O16V",
  "method": "ωB97M-V with the def2-TZVPD basis set",
  "elements": ["O", "C", "O", "C", "I", "C", "I", "O", "H", "H", "C", "C", "O", "C", "O", "C", "F", "F", "F", "H", "H", "H", "H", "H", "O", "V", "O", "C", "Cl", "Cl", "Cl", "Cl", "C", "C", "C", "C", "C", "C", "N", "O", "O", "H", "H", "H", "H", "H", "F", "C", "C", "C", "O", "C", "C", "C", "O", "O", "O", "H", "H", "Al", "C", "O", "O", "O", "Al", "C", "C", "N", "H", "H", "H"],
  "coordinates": [[1.946, -3.244, -4.442], [0.827, -3.149, -3.926], [-0.292, -3.908, -4.454], [-1.261, -3.792, -3.368], [-0.132, -4.779, -1.725], [-1.028, -2.217, -3.131], [-2.294, -1.217, -1.681], [0.415, -2.309, -2.842], [-2.309, -4.154, -3.547], [-0.982, -1.789, -4.187], [3.871, 0.195, 1.761], [2.553, 0.897, 2.028], [1.447, 0.101, 1.557], [1.061, -0.892, 2.341], [1.571, -1.171, 3.404], [-0.140, -1.605, 1.729], [0.037, -1.861, 0.425], [-1.261, -0.868, 1.833], [-0.399, -2.780, 2.320], [3.961, -0.060, 0.703], [4.709, 0.829, 2.046], [3.943, -0.741, 2.321], [2.520, 1.836, 1.476], [2.430, 1.142, 3.082], [5.715, -4.114, -3.629], [4.913, -3.168, -2.410], [4.105, -2.186, -1.234], [0.178, -2.581, -7.831], [0.024, -2.868, -9.571], [-1.426, -2.261, -7.136], [0.888, -4.006, -7.057], [1.222, -1.167, -7.552], [-1.165, 3.954, -4.359], [-0.257, 2.900, -4.335], [0.390, 2.566, -3.152], [0.117, 3.293, -1.997], [-0.784, 4.353, -2.014], [-1.425, 4.682, -3.202], [0.777, 2.929, -0.743], [1.576, 2.006, -0.764], [0.490, 3.563, 0.256], [-1.672, 4.209, -5.283], [-0.057, 2.337, -5.239], [1.095, 1.743, -3.144], [-0.997, 4.925, -1.119], [-2.130, 5.504, -3.227], [-2.384, -4.571, -6.165], [-3.013, 1.003, 6.762], [-3.038, -0.359, 7.030], [-1.943, -1.146, 6.326], [-1.745, -2.336, 6.483], [-1.072, -0.426, 5.391], [-1.047, 0.928, 5.108], [-2.071, 1.737, 5.891], [-2.168, 2.941, 5.846], [-0.306, 1.517, 4.320], [-3.825, -0.961, 7.757], [-3.753, 1.646, 7.232], [-0.370, -1.078, 4.881], [4.651, -2.061, -5.268], [4.893, 2.038, 4.875], [4.942, 2.132, 6.095], [5.801, 1.578, 4.154], [3.926, 2.384, 4.166], [1.136, -1.560, 6.069], [-4.850, 0.957, 0.972], [-6.030, 0.822, 0.117], [-6.956, 0.714, -0.553], [-4.547, -0.005, 1.392], [-3.997, 1.354, 0.417], [-5.036, 1.633, 1.809]],
  "largest_force_ev_per_a": 4.3,
  "energy_ev": -175867.3898,
  "molar_mass_g_mol": 1153.9,
  "charge": 2,
  "homo_ev": -13.21,
  "gap_ev": 1.9
}

=====

No. 5
{
  "formula": "C8H22NSi",
  "method": "ωB97M-V with the def2-TZVPD basis set",
  "elements": ["C", "C", "C", "C", "C", "C", "C", "C", "N", "Si", "H", "H", "H", "H", "H", "H", "H", "H", "H", "H", "H", "H", "H", "H", "H", "H", "H", "H", "H", "H", "H", "H"],
  "coordinates": [[-2.818, -0.177, 1.207], [1.857, 1.525, -0.820], [1.079, 2.426, 1.488], [2.079, 0.220, 1.156], [-0.079, -0.685, -2.780], [-1.380, -2.904, -0.975], [-1.292, 0.024, 1.338], [-0.647, 0.116, 0.004], [1.299, 1.307, 0.613], [-0.205, -1.466, -1.179], [-3.159, 0.000, 2.276], [-3.037, -1.241, 0.909], [-3.175, 0.566, 0.501], [2.080, 0.498, -1.033], [1.184, 1.885, -1.547], [2.682, 2.237, -0.862], [0.362, 3.113, 1.173], [0.756, 1.954, 2.383], [1.944, 3.020, 1.590], [1.866, -0.050, 2.216], [1.949, -0.650, 0.664], [3.101, 0.500, 1.235], [-0.087, -1.420, -3.560], [-0.665, 0.288, -2.884], [1.000, -0.306, -2.674], [-2.425, -2.828, -1.247], [-1.122, -3.633, -1.761], [-1.253, -3.373, 0.071], [-0.871, -0.753, 1.920], [-1.154, 0.944, 1.837], [-0.929, 1.066, -0.500], [1.060, -2.205, -0.757]],
  "largest_force_ev_per_a": 4.3,
  "energy_ev": -18011.0087,
  "relative_energy_kcal_mol": 43.4,
  "molar_mass_g_mol": 160.4,
  "charge": 1,
  "homo_ev": -13.59,
  "gap_ev": 8.7
}

=====

No. 6
{
  "formula": "C11H12O2P",
  "method": "ωB97M-V with the def2-TZVPD basis set",
  "elements": ["C", "C", "C", "C", "C", "C", "C", "C", "C", "C", "C", "O", "O", "P", "H", "H", "H", "H", "H", "H", "H", "H", "H", "H", "H", "H"],
  "coordinates": [[1.145, -1.266, 1.059], [-0.011, -1.489, 1.388], [-1.560, 1.932, -1.441], [-1.974, 2.027, -0.097], [-1.407, 0.735, -2.037], [-2.413, 0.904, 0.524], [-1.621, -0.419, -1.337], [-2.224, -0.386, -0.126], [3.029, -1.039, -0.370], [2.571, 0.951, 1.159], [2.528, -0.557, 0.962], [-2.650, -3.152, -0.169], [-3.804, -1.831, 1.711], [-2.828, -1.956, 0.636], [-1.221, 2.844, -1.894], [-2.132, 3.033, 0.362], [-1.124, 0.685, -3.036], [-2.844, 0.854, 1.440], [-1.547, -1.308, -1.869], [4.105, -0.827, -0.616], [2.383, -0.656, -1.143], [2.998, -2.157, -0.313], [3.501, 1.389, 1.470], [1.760, 1.303, 1.892], [2.211, 1.431, 0.192], [3.127, -1.046, 1.654]],
  "largest_force_ev_per_a": 5.2,
  "energy_ev": -24980.7642,
  "spin_multiplicity": 3,
  "molar_mass_g_mol": 207.2,
  "charge": -1,
  "s2": 2.0236,
  "homo_ev": [-0.94, -5.30],
  "gap_ev": [4.2, 5.9]
}

=====

No. 7
{
  "formula": "C26H50IMnNO5Si5",
  "method": "ωB97M-V with the def2-TZVPD basis set",
  "elements": ["Mn", "O", "C", "O", "C", "C", "C", "C", "C", "O", "C", "C", "O", "O", "H", "H", "H", "H", "H", "H", "H", "H", "I", "C", "C", "C", "C", "N", "C", "H", "H", "H", "H", "C", "Si", "C", "C", "Si", "Si", "C", "C", "C", "Si", "C", "C", "C", "H", "H", "H", "H", "H", "H", "H", "H", "H", "H", "H", "H", "H", "H", "H", "H", "H", "H", "H", "H", "H", "H", "H", "H", "H", "H", "H", "C", "Si", "C", "C", "C", "H", "H", "H", "H", "H", "H", "H", "H", "H", "H", "H"],
  "coordinates": [[0.411, 0.129, -0.199], [-1.427, -2.270, 2.676], [-0.485, -1.855, 1.995], [-0.200, -0.634, 1.754], [0.507, -2.903, 1.462], [1.927, -2.351, 1.548], [2.971, -3.463, 1.380], [2.883, -3.733, -0.142], [1.782, -2.749, -0.551], [2.050, -1.625, 0.311], [0.413, -3.246, -0.064], [-0.725, -2.587, -0.856], [-1.557, -3.329, -1.386], [-0.689, -1.319, -0.952], [0.385, -3.800, 2.068], [2.090, -1.686, 2.391], [2.721, -4.335, 1.986], [3.964, -3.114, 1.669], [2.614, -4.762, -0.382], [3.819, -3.490, -0.647], [1.807, -2.428, -1.581], [0.303, -4.317, -0.224], [3.777, 4.960, -0.922], [3.339, 3.212, 0.125], [4.256, 2.670, 1.006], [3.851, 1.569, 1.743], [2.595, 1.027, 1.513], [1.756, 1.505, 0.591], [2.092, 2.629, -0.043], [5.246, 3.090, 1.115], [4.500, 1.130, 2.490], [2.222, 0.184, 2.075], [1.332, 3.061, -0.679], [-0.579, 2.268, 3.544], [-1.127, 3.218, 1.999], [0.209, 4.554, 1.758], [-2.625, 4.250, 2.552], [-1.457, 1.765, 0.207], [-2.067, 3.180, -1.536], [-3.234, 4.656, -1.273], [-2.891, 2.117, -2.871], [-0.570, 3.975, -2.384], [-3.533, 0.874, 0.803], [-3.960, -0.605, -0.273], [-5.002, 2.064, 0.559], [-3.651, 0.348, 2.602], [0.183, 2.823, 4.105], [-0.176, 1.291, 3.261], [-1.424, 2.080, 4.211], [0.170, 5.262, 2.594], [0.066, 5.117, 0.829], [1.215, 4.125, 1.732], [-2.346, 4.904, 3.388], [-3.443, 3.606, 2.882], [-3.004, 4.874, 1.738], [-4.212, 4.336, -0.911], [-3.370, 5.194, -2.218], [-2.825, 5.358, -0.539], [-3.960, 1.998, -2.670], [-2.449, 1.116, -2.882], [-2.775, 2.555, -3.868], [-0.112, 4.752, -1.760], [-0.868, 4.438, -3.332], [0.191, 3.222, -2.605], [-4.262, -0.277, -1.272], [-4.783, -1.181, 0.166], [-3.103, -1.270, -0.395], [-5.180, 2.257, -0.503], [-4.842, 3.028, 1.048], [-5.912, 1.614, 0.977], [-2.960, -0.475, 2.808], [-4.674, 0.024, 2.826], [-3.399, 1.173, 3.273], [1.448, -1.902, -3.955], [2.154, -0.244, -3.343], [2.459, 0.697, -4.965], [3.871, -0.562, -2.619], [1.113, 0.676, -2.176], [1.335, -1.883, -5.043], [0.461, -2.096, -3.525], [2.096, -2.749, -3.712], [3.117, 0.146, -5.647], [2.900, 1.682, -4.780], [1.501, 0.854, -5.471], [4.536, -1.065, -3.328], [3.790, -1.180, -1.719], [4.340, 0.383, -2.320], [0.151, 0.867, -2.677], [1.604, 1.652, -2.076]],
  "largest_force_ev_per_a": 0.7,
  "energy_ev": -118314.7906,
  "spin_multiplicity": 2,
  "molar_mass_g_mol": 779.0,
  "charge": -2,
  "s2": 0.9809,
  "homo_ev": [-1.48, -0.87],
  "gap_ev": [5.0, 4.4]
}

=====

Q: Number 5 is which compound?
A: C8H22NSi